{"formula": "C45H109N11O7", "method": "ωB97M-V/def2-TZVPD", "elements": ["C", "C", "N", "C", "C", "C", "C", "H", "H", "H", "H", "H", "H", "H", "H", "H", "H", "H", "H", "H", "H", "H", "C", "C", "N", "C", "C", "C", "C", "H", "H", "H", "H", "H", "H", "H", "H", "H", "H", "H", "H", "H", "H", "H", "C", "C", "N", "C", "C", "C", "C", "H", "H", "H", "H", "H", "H", "H", "H", "H", "H", "H", "H", "H", "H", "H", "C", "C", "N", "C", "C", "C", "C", "H", "H", "H", "H", "H", "H", "H", "H", "H", "H", "H", "H", "H", "H", "H", "C", "N", "C", "C", "O", "H", "H", "H", "H", "H", "H", "H", "C", "N", "C", "C", "O", "H", "H", "H", "H", "H", "H", "H", "C", "N", "C", "C", "O", "H", "H", "H", "H", "H", "H", "H", "C", "N", "C", "C", "O", "H", "H", "H", "H", "H", "H", "H", "C", "N", "C", "C", "O", "H", "H", "H", "H", "H", "H", "H", "C", "N", "C", "C", "O", "H", "H", "H", "H", "H", "H", "H", "C", "N", "C", "C", "O", "H", "H", "H", "H", "H", "H", "H"], "coordinates": [[7.65162, 3.35681, -11.13359], [8.52266, 3.06022, -9.90901], [8.11240, 1.86824, -9.21529], [6.73160, 1.71236, -8.80377], [6.51561, 2.54505, -7.60048], [9.19131, 1.34697, -8.33614], [8.83109, -0.02628, -7.69978], [8.15625, 4.11772, -11.72895], [6.64615, 3.65222, -10.83382], [7.57302, 2.44502, -11.72568], [9.57163, 2.99999, -10.19910], [8.44019, 3.88669, -9.20315], [6.05163, 2.01240, -9.60110], [6.49165, 0.65275, -8.71587], [6.87138, 2.10811, -6.66741], [6.73002, 3.61341, -7.62765], [5.44302, 2.52384, -7.40763], [9.26114, 2.06867, -7.52227], [10.16575, 1.22388, -8.80881], [8.73942, -0.85189, -8.40552], [7.85409, 0.02203, -7.21890], [9.52597, -0.41538, -6.95558], [-0.26122, -2.96819, 6.29886], [-0.34251, -2.85983, 7.79381], [0.92837, -2.66695, 8.46130], [1.94235, -3.73091, 8.18026], [1.52753, -5.04832, 8.76399], [1.52324, -1.38056, 8.24032], [0.79194, -0.23291, 8.95745], [-1.25313, -3.00340, 5.84834], [0.22911, -3.91974, 6.09334], [0.41475, -2.28476, 5.78496], [-1.03663, -2.03985, 7.97803], [-0.83770, -3.73228, 8.22009], [2.13446, -3.78224, 7.10856], [2.92786, -3.49093, 8.57936], [0.65170, -5.51624, 8.31448], [2.24469, -5.84793, 8.57846], [1.37860, -5.00326, 9.84283], [1.48686, -1.17154, 7.17117], [2.56764, -1.37044, 8.55212], [0.96812, 0.78843, 8.61990], [1.05267, -0.22800, 10.01579], [-0.28490, -0.40171, 8.96251], [-7.24784, -5.67145, 0.23440], [-6.14443, -5.59475, 1.31135], [-5.14788, -6.66801, 1.29108], [-5.50360, -7.74984, 2.20312], [-5.23792, -7.42110, 3.68847], [-4.60351, -7.08025, -0.04127], [-3.99176, -5.89616, -0.78197], [-8.06076, -4.99195, 0.49042], [-7.61414, -6.69276, 0.13015], [-6.92553, -5.52658, -0.79673], [-5.66388, -4.62747, 1.16459], [-6.60294, -5.56422, 2.29975], [-6.50437, -8.14261, 2.02340], [-4.83250, -8.60167, 2.09314], [-5.60330, -6.43778, 3.98460], [-5.69475, -8.19390, 4.30666], [-4.16184, -7.30212, 3.81491], [-5.42000, -7.52695, -0.60864], [-3.81406, -7.81012, 0.13806], [-3.73519, -6.26939, -1.77341], [-3.16390, -5.29828, -0.40083], [-4.75963, -5.24075, -1.19295], [-8.93633, 1.83778, 3.01422], [-8.65605, 0.92935, 4.19294], [-8.94948, 1.73591, 5.42147], [-10.32730, 2.25007, 5.59615], [-11.37571, 1.19069, 5.56054], [-7.98934, 2.72593, 5.85953], [-6.52345, 2.27809, 5.78704], [-8.15221, 2.59462, 3.03532], [-9.96102, 2.20727, 2.97443], [-8.76975, 1.27656, 2.09479], [-9.36115, 0.09973, 4.14117], [-7.68141, 0.44840, 4.27580], [-10.54005, 2.96572, 4.80200], [-10.41876, 2.79471, 6.53589], [-12.34761, 1.67659, 5.64665], [-11.14527, 0.50169, 6.37311], [-11.40364, 0.59361, 4.64904], [-8.02477, 3.56906, 5.16961], [-8.25314, 3.07503, 6.85785], [-6.38145, 1.39551, 6.41073], [-6.27354, 2.00205, 4.76262], [-5.82942, 3.00490, 6.20915], [-0.67427, 0.72361, -2.20710], [-0.10211, 0.78452, -0.83358], [-1.05125, 0.97733, 0.21281], [1.25011, 0.69045, -0.60983], [1.83788, 0.86616, 0.48781], [0.17570, 0.58769, -2.87582], [-1.21171, 1.65245, -2.39818], [-1.44785, -0.03149, -2.34677], [-1.60976, 1.89175, 0.01286], [-1.81289, 0.20542, 0.32309], [-0.59872, 1.20189, 1.17867], [1.85619, 0.50021, -1.50910], [5.32023, -7.59308, 2.72652], [4.31063, -7.10118, 1.82318], [4.60797, -5.85658, 1.17984], [3.35677, -7.91545, 1.33612], [3.13342, -9.07864, 1.71608], [4.93841, -8.40413, 3.34659], [5.80331, -6.94612, 3.45877], [6.12137, -8.05809, 2.15203], [4.77412, -5.03741, 1.87945], [5.46684, -5.96515, 0.51751], [3.79268, -5.50867, 0.54552], [2.73539, -7.44269, 0.55986], [10.68077, 3.31705, 0.87959], [10.64327, 2.02452, 0.15439], [9.47193, 1.76088, -0.66927], [11.68517, 1.13109, 0.03429], [12.78157, 1.26613, 0.59107], [11.44110, 3.39875, 1.65633], [9.76513, 3.36349, 1.46912], [10.69173, 4.19501, 0.23371], [9.42192, 2.55235, -1.41705], [9.43796, 0.80174, -1.18600], [8.57531, 1.79533, -0.05042], [11.42740, 0.17774, -0.45240], [4.76840, 8.45925, 3.83878], [3.62796, 7.59613, 4.30964], [4.05978, 6.20914, 4.41689], [2.45193, 8.13056, 4.71015], [1.52120, 7.48159, 5.14738], [5.03513, 8.18671, 2.81765], [5.63573, 8.41108, 4.49719], [4.54203, 9.52529, 3.81818], [3.23710, 5.61457, 4.81405], [4.35587, 5.74209, 3.47757], [4.87795, 6.14807, 5.13450], [2.45605, 9.22912, 4.63699], [0.41765, -5.35463, -8.12985], [1.01611, -4.12939, -7.60798], [0.35966, -2.90548, -8.00449], [2.01265, -4.16526, -6.73790], [2.52285, -3.15193, -6.21228], [-0.58038, -5.48047, -7.71007], [0.96547, -6.28311, -7.96887], [0.48995, -5.28989, -9.21553], [-0.68806, -2.84615, -7.70977], [0.78556, -2.00907, -7.55374], [0.36196, -2.70561, -9.07601], [2.28096, -5.21244, -6.52903], [-10.39923, 3.66524, -4.54700], [-9.02626, 3.05469, -4.57365], [-7.97911, 3.94142, -4.16174], [-8.81613, 1.76904, -4.95362], [-7.72204, 1.23090, -4.90641], [-10.96668, 3.17909, -5.34057], [-10.30345, 4.72652, -4.77640], [-10.86084, 3.40442, -3.59463], [-7.00446, 3.49935, -4.36839], [-8.17575, 4.86395, -4.70798], [-8.00875, 4.15005, -3.09231], [-9.76889, 1.30767, -5.25628], [1.37903, 7.14760, -2.16727], [-0.07218, 7.40376, -2.45033], [-0.37542, 7.59456, -3.80241], [-0.97168, 7.24725, -1.45460], [-2.22828, 7.33685, -1.57416], [1.83951, 6.40600, -2.82001], [1.61392, 6.79886, -1.16164], [2.03646, 8.00315, -2.32202], [-1.34575, 8.05580, -3.98630], [0.35216, 8.33070, -4.14418], [-0.29093, 6.72712, -4.45703], [-0.51130, 7.15247, -0.45897]], "forces_ev_per_a": [[0.545, -0.338, 0.313], [-1.014, 0.212, 0.231], [1.995, -2.289, -1.690], [1.320, 0.464, -0.805], [-2.459, -0.062, 1.920], [-1.757, -0.774, 0.870], [-0.472, 0.027, -0.199], [-0.365, 0.161, -0.053], [0.100, 0.261, -0.205], [-0.022, 0.007, -0.118], [-0.024, -0.272, 0.023], [0.212, 0.767, 0.053], [0.262, 0.301, -0.196], [0.102, 0.027, 0.592], [0.675, 0.063, -0.120], [0.541, -0.183, -0.432], [-0.441, 0.175, 0.105], [0.644, 0.107, 0.438], [-0.241, 0.463, -0.490], [0.051, 0.252, -0.496], [0.068, 0.070, 0.198], [0.279, 0.558, 0.064], [0.620, -1.441, -0.783], [-0.367, 0.527, 0.050], [1.358, -0.811, 1.145], [-0.842, 0.437, -0.039], [-0.166, -1.339, -0.085], [-0.485, 1.478, -0.435], [-0.284, -0.368, 0.882], [0.119, 0.207, -0.122], [-0.253, -0.364, -0.335], [-0.450, 0.576, 0.204], [0.290, 0.222, 0.612], [0.064, -0.139, -0.104], [-0.093, -0.308, -0.370], [-0.260, 0.523, 0.415], [-0.454, 0.514, -0.018], [0.579, 0.245, 0.063], [-0.063, 0.198, -0.043], [0.402, 0.309, -0.394], [-0.047, -0.207, -0.038], [0.228, -0.228, -0.480], [0.137, -0.121, 0.121], [-0.035, 0.089, -0.251], [0.050, -0.916, 0.057], [0.093, 0.086, -1.155], [0.559, -0.195, 0.189], [0.814, -0.121, 0.369], [-0.291, 0.805, -0.696], [-0.217, 1.246, 1.902], [-0.963, -0.194, -1.923], [-0.039, -0.082, -0.212], [-0.496, -0.145, 0.589], [0.355, 0.744, 0.139], [0.284, 0.091, 0.169], [0.027, -0.099, -0.060], [-0.431, 0.052, 0.125], [0.044, -0.065, -0.814], [-0.494, -0.071, 0.032], [0.319, 0.071, 0.208], [0.050, -0.530, 0.194], [0.151, -0.166, -0.548], [-0.227, -0.191, 0.085], [0.909, -0.435, -0.016], [-0.179, -0.456, 0.497], [-0.316, 0.574, 0.870], [1.480, -0.954, -0.965], [-1.851, 1.199, 1.192], [-0.368, -1.312, 1.488], [1.160, -0.118, -1.179], [-0.154, -0.582, 0.124], [0.878, 0.063, -1.105], [-0.520, -0.736, 0.673], [-0.480, 0.585, -0.218], [0.280, 0.185, 0.251], [-0.054, 0.021, -0.278], [-0.066, -0.095, 0.342], [0.101, 0.514, -0.243], [-0.135, 0.519, -0.115], [0.361, -0.074, 0.072], [-0.117, -0.278, 0.316], [-0.517, -0.104, 0.140], [0.137, 0.166, -0.158], [-0.232, 0.798, 0.049], [-0.007, -0.069, -0.009], [-0.035, -0.284, -0.061], [0.298, 0.254, 0.077], [-0.157, 0.302, -0.395], [0.651, 0.382, 1.051], [0.596, -0.884, -0.939], [-0.602, 1.263, 0.904], [0.634, 0.814, 2.254], [-1.770, -0.565, -2.439], [-0.378, -0.002, -0.274], [0.340, 0.303, -0.162], [0.377, -0.499, 0.281], [-0.216, 0.173, -0.252], [0.325, -0.418, -0.162], [0.388, -0.510, -0.159], [-0.336, -0.052, -0.112], [0.487, -1.715, 0.465], [0.145, 0.634, 0.660], [-0.115, 0.705, -0.718], [-0.746, -2.207, 0.801], [0.537, 2.005, -0.635], [-0.409, -0.027, -0.269], [-0.523, 0.911, -0.506], [0.254, 0.043, -0.137], [0.197, -0.228, 0.216], [0.294, 0.132, 0.075], [-0.210, -0.307, 0.034], [0.085, 0.061, 0.015], [-0.549, -0.866, 0.324], [0.760, -0.885, -0.535], [-0.391, 0.912, 0.272], [1.326, 0.993, 2.379], [-1.475, -0.056, -1.063], [0.472, -0.434, -0.607], [-0.330, 0.056, -0.178], [0.217, -0.169, -0.245], [-0.354, -0.023, -0.211], [0.613, -0.007, 0.221], [-0.128, 0.144, -0.001], [-0.165, 0.331, -0.356], [-1.092, 0.028, 0.223], [2.552, 1.032, -1.093], [-1.109, -0.207, 0.783], [-0.037, -0.861, 0.460], [0.087, 0.332, -0.176], [0.151, -0.179, 0.092], [0.002, -0.538, 0.040], [-0.596, -0.076, 0.031], [-0.042, 0.087, 0.011], [0.059, 0.406, -0.189], [0.152, -0.044, -0.076], [-0.127, 0.019, -0.109], [0.421, 0.144, -0.450], [-1.021, -0.399, -0.833], [-0.328, 1.172, 0.007], [1.199, 2.159, 1.568], [-0.676, -2.184, -0.853], [-0.167, -0.001, -0.494], [0.396, 0.324, 0.789], [-0.889, 0.118, -0.150], [-0.173, -0.565, 0.155], [0.510, -0.452, 0.208], [0.258, -0.482, -0.193], [0.466, 0.177, 0.253], [1.335, -1.670, -0.472], [-1.510, 0.318, -0.149], [0.277, -0.023, 0.045], [0.563, 0.810, 0.692], [-0.635, -0.172, -0.307], [-0.201, 0.149, 0.017], [-0.218, -0.105, 0.343], [-0.162, 0.645, 0.050], [-0.129, 0.155, -0.250], [0.651, 0.223, 0.094], [-0.140, 0.047, 0.138], [0.181, -0.378, -0.196], [-0.028, 0.053, -0.107], [2.002, -1.313, 2.153], [-0.253, 1.272, -1.782], [-3.407, 0.858, -0.187], [3.483, -0.405, 0.026], [-0.617, -0.338, -0.290], [-0.707, 0.064, 0.129], [-0.507, 0.584, -0.054], [-0.114, -0.229, 0.466], [0.074, 0.022, -0.456], [0.050, -0.349, 0.267], [0.017, -0.235, -0.161]], "lowdin_charge": [-0.09, -0.28, -0.22, -0.26, -0.10, -0.22, -0.09, 0.07, 0.06, 0.08, 0.11, 0.10, 0.10, 0.11, 0.07, 0.08, 0.07, 0.10, 0.11, 0.07, 0.05, 0.07, -0.09, -0.27, -0.18, -0.25, -0.10, -0.27, -0.08, 0.08, 0.06, 0.07, 0.10, 0.11, 0.10, 0.11, 0.07, 0.07, 0.08, 0.10, 0.11, 0.07, 0.07, 0.05, -0.09, -0.24, -0.20, -0.27, -0.09, -0.22, -0.10, 0.07, 0.06, 0.05, 0.10, 0.10, 0.11, 0.10, 0.05, 0.07, 0.07, 0.11, 0.11, 0.07, 0.08, 0.05, -0.09, -0.22, -0.19, -0.28, -0.10, -0.28, -0.09, 0.07, 0.07, 0.07, 0.09, 0.11, 0.10, 0.11, 0.08, 0.08, 0.06, 0.10, 0.11, 0.07, 0.06, 0.07, -0.04, -0.20, -0.07, -0.30, -0.04, 0.08, 0.08, 0.08, 0.09, 0.09, 0.09, 0.13, -0.06, -0.20, -0.07, -0.32, -0.01, 0.09, 0.09, 0.09, 0.09, 0.09, 0.08, 0.13, -0.03, -0.19, -0.08, -0.32, -0.01, 0.09, 0.08, 0.08, 0.08, 0.08, 0.08, 0.13, -0.05, -0.18, -0.06, -0.35, 0.01, 0.08, 0.08, 0.08, 0.09, 0.09, 0.09, 0.13, -0.05, -0.20, -0.05, -0.33, -0.03, 0.09, 0.08, 0.09, 0.09, 0.09, 0.09, 0.13, -0.03, -0.21, -0.06, -0.34, 0.00, 0.08, 0.08, 0.09, 0.09, 0.08, 0.09, 0.13, -0.05, -0.19, -0.08, -0.30, -0.04, 0.08, 0.08, 0.08, 0.10, 0.09, 0.10, 0.13], "relative_energy_kcal_mol": 140.7, "molar_mass_g_mol": 916.437, "lumo_energy_ev": 0.15, "energy_ev": -79150.9687}